Record 1
{"formula": "C23H29F24N2O5", "method": "ωB97M-V/def2-TZVPD", "species": ["C", "C", "O", "O", "C", "C", "N", "C", "C", "N", "C", "C", "H", "H", "H", "H", "H", "H", "H", "H", "H", "H", "H", "H", "H", "H", "H", "H", "H", "C", "C", "C", "F", "F", "F", "F", "O", "C", "C", "F", "F", "F", "F", "H", "H", "H", "H", "C", "C", "C", "F", "F", "F", "F", "O", "C", "C", "F", "F", "F", "F", "H", "H", "H", "H", "C", "C", "C", "F", "F", "F", "F", "O", "C", "C", "F", "F", "F", "F", "H", "H", "H", "H"], "xyz": [[1.336, 0.725, -3.102], [0.861, 0.233, -1.603], [-0.379, -0.309, -1.516], [1.634, 0.373, -0.358], [1.937, -0.928, 0.262], [3.541, -1.340, 0.182], [4.166, -1.125, -1.178], [4.244, -2.411, -2.026], [4.522, -1.901, -3.569], [5.755, -1.043, -3.737], [5.911, -0.008, -2.645], [5.619, -0.618, -1.115], [1.006, 1.845, -3.247], [0.797, 0.062, -3.932], [2.487, 0.644, -3.299], [1.649, -0.847, 1.415], [1.265, -1.818, -0.157], [4.136, -0.720, 0.991], [3.628, -2.482, 0.445], [3.664, -0.430, -1.789], [5.075, -3.150, -1.612], [3.176, -2.911, -1.973], [4.660, -2.883, -4.220], [3.550, -1.316, -3.908], [6.623, -1.599, -3.903], [6.978, 0.526, -2.649], [5.131, 0.870, -2.838], [6.396, -1.517, -1.004], [5.788, 0.171, -0.268], [4.480, 6.463, -4.325], [3.303, 6.753, -5.267], [1.957, 6.206, -4.807], [1.958, 4.861, -4.673], [0.986, 6.496, -5.714], [3.615, 6.317, -6.517], [3.194, 8.116, -5.369], [5.291, 5.330, -4.652], [4.793, 4.073, -4.198], [4.399, 3.134, -5.347], [3.471, 3.697, -6.161], [3.853, 1.982, -4.872], [3.785, 4.286, -3.318], [5.803, 3.514, -3.475], [5.165, 7.316, -4.414], [4.183, 6.463, -3.270], [1.656, 6.647, -3.853], [5.272, 2.879, -5.956], [-1.687, -1.893, 1.267], [-2.934, -2.525, 0.632], [-4.226, -2.334, 1.416], [-4.171, -2.870, 2.655], [-5.266, -2.944, 0.785], [-2.692, -3.842, 0.389], [-3.096, -1.948, -0.601], [-0.861, -2.763, 2.048], [-1.285, -2.956, 3.396], [-1.722, -4.399, 3.686], [-2.721, -4.798, 2.858], [-2.195, -4.521, 4.955], [-2.238, -2.043, 3.698], [-0.210, -2.639, 4.170], [-1.040, -1.585, 0.436], [-1.913, -0.960, 1.795], [-4.478, -1.274, 1.511], [-0.884, -5.092, 3.560], [-5.803, -1.715, 5.650], [-6.802, -2.131, 6.739], [-8.118, -2.701, 6.226], [-8.803, -1.824, 5.458], [-8.940, -3.020, 7.261], [-7.009, -1.080, 7.578], [-6.191, -3.094, 7.500], [-5.792, -0.329, 5.294], [-6.783, 0.065, 4.347], [-7.822, 1.032, 4.933], [-8.446, 0.504, 6.016], [-8.793, 1.317, 4.025], [-7.339, -1.042, 3.799], [-6.106, 0.678, 3.336], [-4.802, -1.892, 6.063], [-5.850, -2.363, 4.767], [-7.955, -3.613, 5.645], [-7.349, 1.970, 5.241]], "mulliken_charge": [-0.2735, 0.5401, -0.4735, -0.3642, -0.3105, -0.6522, 0.5248, -0.5269, -0.5498, -0.2599, -0.4354, -0.4696, 0.2609, 0.3238, -0.1624, 0.3265, 0.2607, 0.3508, 0.3000, -0.2658, 0.3996, 0.3536, 0.4240, 0.1891, 0.3128, 0.4183, 0.0392, 0.2933, 0.4113, -0.6695, 0.8508, 0.0848, -0.1865, -0.2773, -0.2693, -0.3219, -0.4086, 0.7830, 0.1764, -0.2090, -0.1942, -0.2866, -0.2965, 0.4058, 0.3032, 0.2782, 0.2290, 0.1211, 0.6967, 0.2064, -0.2345, -0.3002, -0.2987, -0.3219, -0.4295, 0.7009, 0.2378, -0.1883, -0.2628, -0.2276, -0.3091, -0.2660, 0.3904, 0.2727, 0.2297, -0.4656, 0.7894, 0.1261, -0.2057, -0.2836, -0.2868, -0.3226, -0.4013, 0.8091, 0.1608, -0.2102, -0.2590, -0.2731, -0.2980, 0.4156, 0.1840, 0.2942, 0.2325], "energy_ha": -3775.8687, "total_charge": 1, "gap_ha": 0.367, "fmax_ev_per_a": 8.9, "homo_energy_ev": -12.8929}


Record 2
{"formula": "C13H40BBrN3O6P2", "method": "ωB97M-V/def2-TZVPD", "species": ["O", "P", "P", "Br", "C", "B", "O", "O", "H", "H", "H", "H", "H", "H", "H", "C", "C", "C", "O", "C", "N", "H", "H", "H", "H", "H", "H", "H", "H", "H", "H", "H", "C", "C", "C", "O", "C", "N", "H", "H", "H", "H", "H", "H", "H", "H", "H", "H", "H", "C", "C", "C", "O", "C", "N", "H", "H", "H", "H", "H", "H", "H", "H", "H", "H", "H"], "xyz": [[1.444, 3.882, -0.141], [2.052, 2.600, -0.509], [0.592, 0.947, -0.269], [0.461, 0.597, 1.842], [-0.974, 1.287, -0.996], [-1.806, 2.476, -0.271], [-2.905, 2.170, 0.465], [-1.452, 3.769, -0.501], [3.111, 2.252, 0.343], [2.525, 2.496, -1.827], [1.122, -0.182, -0.902], [-1.525, 0.342, -0.921], [-0.830, 1.568, -2.051], [-2.831, 1.375, 0.996], [-0.957, 4.179, 0.215], [-3.076, -4.917, 0.369], [-2.556, -3.656, 1.051], [-2.956, -2.354, 0.341], [-2.209, -2.061, -0.832], [-2.628, -2.744, -2.007], [-1.104, -3.766, 1.218], [-2.488, -5.174, -0.512], [-3.011, -5.760, 1.054], [-4.119, -4.808, 0.067], [-3.004, -3.613, 2.047], [-2.745, -1.519, 1.019], [-4.031, -2.330, 0.129], [-3.711, -2.879, -2.019], [-2.139, -3.714, -2.102], [-2.341, -2.133, -2.862], [-0.773, -2.985, 1.780], [-0.685, -3.626, 0.302], [1.366, -4.381, 4.863], [1.980, -3.616, 3.697], [3.423, -3.156, 3.926], [3.558, -2.040, 4.781], [3.534, -2.326, 6.171], [1.104, -2.487, 3.356], [1.068, -3.716, 5.674], [0.472, -4.907, 4.531], [2.064, -5.118, 5.262], [1.998, -4.292, 2.837], [3.830, -2.828, 2.965], [4.049, -3.986, 4.275], [4.009, -3.286, 6.386], [2.517, -2.330, 6.568], [4.093, -1.538, 6.674], [1.453, -2.048, 2.508], [1.233, -1.780, 4.078], [-1.214, 5.206, -3.576], [0.031, 4.384, -3.274], [1.320, 4.956, -3.873], [1.477, 4.744, -5.256], [0.801, 5.663, -6.101], [-0.177, 2.984, -3.695], [-1.567, 5.053, -4.595], [-2.021, 4.917, -2.905], [-1.023, 6.270, -3.434], [0.160, 4.382, -2.191], [2.170, 4.438, -3.411], [1.426, 6.020, -3.628], [0.786, 6.665, -5.664], [-0.222, 5.344, -6.311], [1.347, 5.699, -7.041], [0.633, 2.439, -3.403], [-0.128, 2.949, -4.710]], "mulliken_charge": [-0.4896, 0.2339, 0.4078, -0.0027, -0.2878, 0.3716, -0.4057, -0.5168, 0.1456, 0.1422, 0.2590, 0.2396, 0.1532, 0.3166, 0.3113, -1.5168, 0.3384, -0.7109, -0.2357, -0.8491, -0.5416, 0.2971, 0.3907, 0.3626, 0.4387, 0.2559, 0.4911, 0.3799, 0.2600, 0.2669, 0.1150, 0.3136, -1.4849, 0.3564, -0.7552, -0.3837, -0.6680, -0.4998, 0.3075, 0.3461, 0.3636, 0.3631, 0.3263, 0.4618, 0.3116, 0.2462, 0.2591, 0.1841, 0.2553, -1.6656, 1.0793, -0.6698, -0.4289, -0.6369, -0.4925, 0.3650, 0.3345, 0.3655, -0.1299, 0.1219, 0.5067, 0.3050, 0.2335, 0.2698, 0.2117, 0.3072], "energy_ha": -4416.3842, "total_charge": 1, "gap_ha": 0.264, "fmax_ev_per_a": 1.1, "homo_energy_ev": -11.5936}


Record 3
{"formula": "C12H21CrF9O12S3", "method": "ωB97M-V/def2-TZVPD", "species": ["Cr", "C", "C", "C", "O", "H", "H", "H", "H", "H", "H", "H", "C", "C", "C", "O", "H", "H", "H", "H", "H", "H", "H", "C", "C", "C", "O", "H", "H", "H", "H", "H", "H", "H", "C", "F", "F", "F", "S", "O", "O", "O", "C", "F", "F", "F", "S", "O", "O", "O", "C", "F", "F", "F", "S", "O", "O", "O"], "xyz": [[-18.335, 11.232, -17.166], [-15.524, 9.499, -18.992], [-16.771, 10.009, -19.706], [-17.249, 9.073, -20.816], [-17.733, 10.575, -18.939], [-15.692, 8.659, -18.303], [-15.036, 10.208, -18.322], [-14.839, 9.132, -19.770], [-16.332, 10.883, -20.261], [-16.428, 8.610, -21.376], [-17.780, 9.664, -21.569], [-17.893, 8.296, -20.394], [-20.738, 11.934, -14.171], [-19.216, 12.039, -14.142], [-18.611, 11.167, -13.044], [-18.620, 11.945, -15.345], [-21.226, 10.965, -14.322], [-21.173, 12.632, -14.893], [-21.160, 12.291, -13.210], [-19.049, 13.092, -13.790], [-19.099, 11.335, -12.073], [-17.545, 11.351, -12.890], [-18.704, 10.112, -13.319], [-21.246, 14.135, -18.486], [-19.788, 13.872, -18.104], [-19.389, 14.690, -16.873], [-19.491, 12.561, -18.023], [-21.875, 13.490, -17.853], [-21.440, 13.760, -19.498], [-21.660, 15.143, -18.379], [-19.162, 14.296, -18.932], [-20.035, 14.378, -16.028], [-19.479, 15.779, -16.946], [-18.431, 14.374, -16.465], [-15.692, 14.530, -15.940], [-16.318, 15.605, -16.439], [-14.512, 14.928, -15.415], [-16.429, 14.078, -14.927], [-15.453, 13.231, -17.269], [-14.210, 12.608, -16.910], [-16.607, 12.386, -17.159], [-15.461, 14.049, -18.459], [-14.858, 9.087, -15.099], [-14.100, 8.969, -16.206], [-14.358, 8.213, -14.196], [-14.690, 10.328, -14.646], [-16.622, 8.639, -15.445], [-16.474, 7.384, -16.144], [-17.151, 8.476, -14.116], [-17.134, 9.736, -16.235], [-20.442, 7.857, -18.513], [-21.422, 6.949, -18.757], [-19.287, 7.194, -18.366], [-20.323, 8.653, -19.585], [-20.805, 8.864, -17.010], [-19.784, 9.890, -17.120], [-22.149, 9.352, -17.197], [-20.611, 7.937, -15.935]], "lowdin_spin": [2.8108, 0.0016, 0.0046, 0.0006, 0.0491, 0.0000, 0.0000, 0.0003, 0.0026, -0.0001, 0.0001, 0.0000, 0.0019, 0.0048, 0.0016, 0.0401, 0.0000, 0.0001, 0.0005, 0.0006, 0.0001, 0.0001, 0.0000, -0.0009, 0.0043, 0.0010, 0.0298, 0.0000, 0.0001, -0.0004, 0.0025, 0.0000, 0.0004, -0.0001, 0.0004, 0.0000, 0.0002, 0.0003, 0.0027, 0.0001, 0.0064, 0.0013, -0.0001, 0.0000, 0.0001, 0.0001, 0.0021, 0.0007, 0.0010, 0.0054, 0.0005, 0.0003, 0.0002, 0.0004, 0.0052, 0.0137, 0.0021, 0.0009], "energy_ha": -4510.6401, "total_charge": -3, "gap_ha": [0.232, 0.238], "fmax_ev_per_a": 2.8, "homo_energy_ev": [0.5354, 0.3873], "spin_multiplicity": 4}


Record 4
{"formula": "C6H15FN2O2", "method": "ωB97M-V/def2-TZVPD", "species": ["N", "C", "C", "C", "C", "C", "N", "C", "O", "O", "H", "H", "H", "H", "H", "H", "H", "H", "H", "H", "H", "H", "H", "H", "F", "H"], "xyz": [[-2.511, -0.906, 1.871], [-2.121, 0.482, 2.053], [-2.249, 1.529, 0.962], [-1.503, 1.193, -0.326], [0.063, 1.248, -0.114], [0.753, 0.233, -0.980], [0.418, -1.076, -0.519], [2.286, 0.392, -1.122], [3.104, -0.314, -0.574], [2.618, 1.368, -1.970], [-3.287, -0.949, 1.278], [-1.807, -1.364, 1.284], [-2.831, 0.832, 2.785], [-1.143, 0.565, 2.486], [-1.790, 2.491, 1.345], [-3.339, 1.766, 0.802], [-1.799, 0.239, -0.740], [-1.770, 1.931, -1.081], [0.453, 2.184, -0.326], [0.290, 1.048, 0.899], [0.353, 0.425, -1.993], [0.784, -1.729, -1.116], [0.818, -1.206, 0.388], [1.827, 1.751, -2.313], [-0.167, -3.244, 0.503], [0.242, -3.802, -0.186]], "mulliken_charge": [-0.6127, -0.7645, -0.5998, -0.6649, -0.6855, -0.4473, -0.4837, 0.3393, -0.5633, -0.4718, 0.2687, 0.2123, 0.3711, 0.4372, 0.2534, 0.3523, 0.4217, 0.3418, 0.6793, 0.2827, 0.4332, 0.2432, 0.2752, 0.3860, -0.3825, 0.3785], "energy_ha": -597.4540, "gap_ha": 0.355, "fmax_ev_per_a": 2.8, "smiles": "NCCCC[C@H](N)C(=O)O.F", "homo_energy_ev": -9.2573, "e_above_lowest_ev": 0.937}


Record 5
{"formula": "C4H8O2", "method": "ωB97M-V/def2-TZVPD", "species": ["C", "C", "O", "C", "C", "O", "H", "H", "H", "H", "H", "H", "H", "H"], "xyz": [[2.137, -0.094, -0.447], [0.634, -0.122, -0.550], [-0.025, 1.004, -0.255], [-0.025, -1.227, -0.934], [-1.807, 0.438, 0.229], [-2.373, 1.626, 0.165], [2.465, 0.295, 0.519], [2.546, -1.099, -0.598], [2.544, 0.560, -1.227], [-1.029, -1.138, -1.336], [0.466, -2.172, -1.102], [-1.333, 0.063, 1.126], [-2.481, -0.298, -0.251], [-1.700, 2.212, 0.530]], "mulliken_charge": [-1.0650, 0.8153, -0.6224, -0.9217, -0.2208, -0.4323, 0.2811, 0.3101, 0.2739, 0.2391, 0.2592, 0.3674, 0.3430, 0.3732], "energy_ha": -307.5785, "gap_ha": 0.316, "fmax_ev_per_a": 2.4, "homo_energy_ev": -8.1270, "e_above_lowest_ev": 3.646}


Record 6
{"formula": "C3H4LiO3Pd", "method": "ωB97M-V/def2-TZVPD", "species": ["H", "C", "C", "O", "C", "O", "O", "Pd", "H", "H", "H", "Li"], "xyz": [[-0.569, -2.882, -2.365], [-0.106, 1.623, 0.561], [0.346, 0.196, 0.482], [0.443, -0.179, -0.872], [-0.339, -1.201, -1.278], [-0.507, -1.228, -2.520], [0.057, 2.308, 1.550], [-0.320, -2.890, -0.550], [-0.618, 2.037, -0.329], [-0.376, -0.414, 1.053], [1.317, 0.081, 0.987], [0.671, 2.549, 3.281]], "lowdin_spin": [0.3892, 0.0059, 0.0319, 0.0752, 0.2619, 0.4389, 0.0043, 0.7650, 0.0011, 0.0225, 0.0026, 0.0015], "energy_ha": -477.4286, "total_charge": 1, "gap_ha": [0.184, 0.291], "fmax_ev_per_a": 3.5, "homo_energy_ev": [-9.7373, -12.8125], "spin_multiplicity": 3, "e_above_lowest_ev": 0.000}